[1]
Formula: C21H33Br6Cl2CuO9
Source: the OMol25 dataset
Level of theory: the ωB97M-V functional and the def2-TZVPD basis

```
! RIJCOSX wB97M-V def2-TZVPD def2/J DEFGRID3
* xyz 0 3
Cu -0.8342 -1.8350 -4.7164
C 0.1214 -0.4789 -0.7681
C -0.7413 -1.7195 -1.1781
O -0.4682 -2.0373 -2.5077
H -0.2850 0.4583 -1.1484
H 1.1777 -0.5293 -1.0323
H 0.1403 -0.3239 0.3107
H -1.8191 -1.6143 -1.3023
H -0.6042 -2.5759 -0.5177
O -0.9531 0.5414 -4.3913
C -0.1032 1.3393 -4.0397
O 1.0392 0.9662 -3.6906
C 1.9694 1.9153 -3.2835
C 1.1419 3.1456 -3.2789
C -0.0440 2.8744 -4.1373
H 2.8596 1.9211 -3.9124
H 2.2425 1.8135 -2.2332
H 1.6044 4.0101 -3.7553
H 0.7048 3.4506 -2.3281
H 0.0576 3.2974 -5.1367
H -0.9761 3.3017 -3.7677
O -3.8514 5.4383 -1.0583
C -3.6641 4.2576 -1.0219
O -2.7336 3.6731 -1.8171
C -2.5657 2.2529 -1.5972
C -3.3593 2.0289 -0.3718
C -4.3853 3.1605 -0.2930
H -1.4868 2.1091 -1.5390
H -2.8604 1.7956 -2.5417
H -2.8499 2.0807 0.5905
H -3.8315 1.0859 -0.6472
H -4.6279 3.5214 0.7065
H -5.2440 2.7876 -0.8514
O -2.3782 4.1593 2.2094
C -1.3462 3.5450 2.3424
O -0.3063 3.6007 1.4269
C 0.8993 3.0140 1.9365
C 0.4239 1.9814 2.9662
C -1.0343 2.5001 3.3856
H 1.5192 3.8123 2.3447
H 1.4298 2.6018 1.0781
H 1.2104 1.9814 3.7209
H 0.3909 1.0385 2.4204
H -0.8957 2.8443 4.4105
H -1.8628 1.7919 3.3827
O 3.0345 -3.7112 5.7839
C 2.9549 -3.1175 4.7707
O 4.0280 -2.7451 3.9573
C 3.5619 -2.0186 2.8113
C 2.1051 -1.8094 2.9452
C 1.7019 -2.9413 3.9838
H 3.6365 -2.6626 1.9351
H 4.1255 -1.0991 2.6533
H 1.5746 -1.6539 2.0058
H 2.1090 -0.8037 3.3655
H 1.5175 -3.8895 3.4788
H 0.7645 -2.7466 4.5049
C 0.3128 -5.7039 -1.6839
Cl 1.3682 -6.1291 -3.0662
Cl -1.2445 -6.6915 -1.7935
H 0.8662 -5.7204 -0.7449
H 0.0437 -4.6477 -1.6736
C 3.6696 -2.1107 -1.7815
Br 4.2037 -3.9955 -1.3016
Br 4.8795 -1.0794 -3.0027
Br 3.7047 -0.8750 -0.1786
H 2.6845 -2.1660 -2.2449
C -2.8670 -3.3393 2.0523
Br -1.1684 -4.2159 2.1185
Br -3.0561 -1.6698 3.2308
Br -4.4229 -4.5322 2.4542
H -2.9085 -2.9083 1.0520
*
```

Computed properties:
molecular weight = 1043.36 g mol⁻¹
F_max = 5.8 eV/Å
HOMO level (alpha / beta) = -6.4 / -8.9 eV

Need the Löwdin charges? In units of e they are:
1. Cu 0.405
2. C -0.058
3. C -0.325
4. O -0.286
5. H 0.045
6. H -0.004
7. H 0.050
8. H 0.103
9. H 0.073
10. O -0.015
11. C -0.520
12. O 0.057
13. C -0.142
14. C -0.166
15. C -0.056
16. H 0.138
17. H 0.122
18. H 0.128
19. H 0.124
20. H 0.136
21. H 0.115
22. O 0.131
23. C -0.486
24. O -0.002
25. C -0.158
26. C -0.153
27. C -0.057
28. H 0.096
29. H 0.131
30. H 0.105
31. H 0.119
32. H 0.126
33. H 0.132
34. O 0.121
35. C -0.452
36. O -0.007
37. C -0.165
38. C -0.117
39. C -0.034
40. H 0.123
41. H 0.116
42. H 0.110
43. H 0.084
44. H 0.122
45. H 0.111
46. O 0.156
47. C -0.474
48. O 0.027
49. C -0.279
50. C -0.168
51. C -0.069
52. H 0.069
53. H 0.098
54. H 0.083
55. H 0.101
56. H 0.094
57. H 0.116
58. C -0.964
59. Cl 0.473
60. Cl 0.443
61. H 0.025
62. H -0.008
63. C -1.361
64. Br 0.543
65. Br 0.516
66. Br 0.601
67. H -0.030
68. C -1.491
69. Br 0.626
70. Br 0.461
71. Br 0.540
72. H -0.046

=====

[2]
Formula: C21H33Cl2MnN4O3S
Source: the OMol25 dataset
Level of theory: the ωB97M-V functional and the def2-TZVPD basis

```
! RIJCOSX wB97M-V def2-TZVPD def2/J DEFGRID3
* xyz 0 5
O -1.9413 1.1552 -0.2311
C -1.6004 2.2966 -0.8988
C -2.2921 2.3035 -2.2931
C -2.4527 1.1183 -3.0035
H -2.0158 0.2026 -2.6005
C -3.1817 1.0809 -4.2008
H -3.3263 0.1137 -4.7015
C -3.6847 2.2794 -4.7306
H -4.2154 2.2664 -5.6806
C -3.4774 3.4951 -4.0541
H -3.8476 4.4370 -4.4655
C -2.7922 3.4988 -2.8280
H -2.6286 4.4204 -2.2545
H -2.0442 3.2144 -0.3813
C 0.5754 3.5480 0.0661
C 0.0784 2.5833 -1.0125
H 1.0707 4.4747 -0.3104
H 1.3156 3.0766 0.7565
H -0.2566 3.9133 0.6842
C 0.6198 2.6797 -2.2577
C 1.9310 3.3548 -2.6332
H 0.0581 2.3450 -3.1280
H 1.8259 4.1681 -3.3851
H 2.5916 2.6217 -3.1305
H 2.4959 3.7694 -1.7829
Mn 0.4979 0.5700 -0.2645
Cl -0.0637 -0.9698 -1.8911
Cl 2.6985 0.7464 -0.6268
H -5.2765 -1.7028 -0.7647
H -3.5633 -3.7127 -0.5810
C -4.3668 -1.1474 -1.0449
C -2.7464 -2.9902 -0.7066
N -3.2068 -1.6710 -0.3474
H -4.4865 -0.0919 -0.7842
C -2.6531 -0.9808 0.6829
O -1.5931 -1.2802 1.2458
H -1.8943 -3.2653 -0.0699
H -3.2769 -0.1259 0.9982
H -4.2367 -1.2429 -2.1312
H -2.4462 -3.0115 -1.7603
H 0.9691 1.3975 5.1354
H -1.6552 1.5590 5.4974
C 0.7759 2.0959 4.3075
C -1.6915 2.1335 4.5618
N -0.5320 1.8280 3.7309
H 1.5640 2.0064 3.5537
C -0.6460 1.3130 2.5002
O 0.3497 1.1329 1.7526
H -2.6043 1.8840 4.0067
H -1.6746 1.0539 2.1714
H 0.7697 3.1053 4.7349
H -1.7091 3.2015 4.8116
C 2.3495 -4.2789 2.3376
N 2.3426 -4.0281 0.9119
C 2.6273 -4.9320 -0.0904
C 2.5022 -4.2714 -1.2697
N 2.1554 -2.9703 -0.9671
C 2.0252 -2.7955 0.3809
S 1.5899 -1.5235 1.3573
H 3.1499 -3.7020 2.8343
H 1.3847 -3.9778 2.7818
H 2.5104 -5.3437 2.5140
H 2.8761 -5.9616 0.1464
H 2.6466 -4.6049 -2.2877
H 1.8832 -2.2476 -1.6522
*
```

Computed properties:
molecular weight = 547.43 g mol⁻¹
F_max = 3.1 eV/Å
HOMO level (alpha / beta) = -7.0 / -7.0 eV
ΔE to the lowest compared entry with this formula, charge and spin = 28.47 kcal per mole

Need the Löwdin charges? In units of e they are:
1. O -0.166
2. C -0.331
3. C -0.201
4. C -0.080
5. H 0.014
6. C -0.072
7. H 0.106
8. C -0.097
9. H 0.095
10. C -0.087
11. H 0.098
12. C -0.047
13. H 0.113
14. H 0.146
15. C -0.086
16. C -0.340
17. H 0.088
18. H 0.066
19. H 0.077
20. C -0.099
21. C -0.091
22. H 0.119
23. H 0.090
24. H 0.078
25. H 0.066
26. Mn 0.285
27. Cl 0.143
28. Cl 0.063
29. H 0.087
30. H 0.087
31. C -0.056
32. C -0.068
33. N -0.188
34. H 0.086
35. C -0.371
36. O -0.068
37. H 0.089
38. H 0.125
39. H 0.085
40. H 0.073
41. H 0.100
42. H 0.095
43. C -0.022
44. C -0.036
45. N -0.167
46. H 0.097
47. C -0.234
48. O -0.188
49. H 0.094
50. H 0.130
51. H 0.092
52. H 0.092
53. C -0.073
54. N -0.152
55. C -0.071
56. C -0.085
57. N 0.047
58. C -0.748
59. S 0.663
60. H 0.090
61. H 0.079
62. H 0.084
63. H 0.117
64. H 0.113
65. H 0.048

=====

[3]
Formula: C21H33Cl2N4O3W
Source: the OMol25 dataset
Level of theory: the ωB97M-V functional and the def2-TZVPD basis

```
! RIJCOSX wB97M-V def2-TZVPD def2/J DEFGRID3
* xyz 3 1
O -1.9598 -1.7043 -0.7202
C -2.5734 -1.0606 -1.6253
C -4.0078 -1.1884 -1.6229
C -4.6539 -2.0196 -0.6857
H -4.0567 -2.6084 0.0094
C -6.0387 -2.0479 -0.6461
H -6.5337 -2.6666 0.0996
C -6.7862 -1.2730 -1.5463
H -7.8735 -1.2872 -1.5005
C -6.1367 -0.4742 -2.5016
H -6.7143 0.1247 -3.2058
C -4.7521 -0.4258 -2.5463
H -4.1901 0.1888 -3.2542
H -2.0628 -0.3668 -2.3153
C -0.3608 -2.0986 -3.4450
C -0.0061 -1.1585 -2.3647
H 0.4054 -2.8801 -3.5833
H -0.4723 -1.5594 -4.3978
H -1.3126 -2.5984 -3.2224
C 1.1110 -0.3576 -2.1678
C 2.4096 -0.5618 -2.9182
H 0.9967 0.6711 -1.7976
H 2.2293 -0.8961 -3.9554
H 3.0394 -1.3158 -2.4246
H 2.9779 0.3773 -2.9558
W 0.0191 -1.3970 -0.3690
Cl 0.1149 -3.6779 -0.1154
Cl -0.6897 0.7629 0.1723
H -3.0217 0.1314 3.9662
H -1.9204 -1.8281 4.8664
C -2.1937 0.2495 3.2561
C -0.9819 -1.6210 4.3366
N -0.9775 -0.2460 3.8692
H -2.0647 1.3008 2.9959
C 0.1482 0.5154 3.9382
O 0.2898 1.6254 3.4210
H -0.1339 -1.7650 5.0166
H 0.9527 0.0185 4.5267
H -2.4362 -0.3328 2.3568
H -0.8928 -2.3329 3.4993
H 3.8038 5.7625 -0.3379
H 1.3970 6.1144 0.8406
C 3.2612 5.0811 -1.0076
C 1.0576 5.4180 0.0608
N 2.1210 4.5055 -0.3239
H 3.9222 4.2774 -1.3353
C 2.0851 3.1881 -0.0143
O 2.9227 2.3567 -0.3833
H 0.2132 4.8354 0.4428
H 1.2086 2.9179 0.6120
H 2.9119 5.6673 -1.8662
H 0.7389 6.0095 -0.8072
C 5.2005 -2.4463 1.2199
N 3.9573 -1.7101 1.0891
C 3.6989 -0.4319 1.5832
C 2.4036 -0.1520 1.2891
N 1.8713 -1.2416 0.5927
C 2.8442 -2.1686 0.4873
H 6.0347 -1.8222 0.8771
H 5.3726 -2.7295 2.2678
H 5.1404 -3.3537 0.6071
H 4.4338 0.1736 2.0854
H 1.7818 0.6987 1.5082
H 2.7275 -3.1663 0.0694
*
```

Computed properties:
molecular weight = 644.27 g mol⁻¹
F_max = 4.1 eV/Å
HOMO level (alpha / beta) = -15.8 / -16.1 eV
ΔE to the lowest compared entry with this formula, charge and spin = 53.44 kcal per mole

Need the Löwdin charges? In units of e they are:
1. O -0.317
2. C -0.173
3. C -0.174
4. C 0.029
5. H 0.131
6. C -0.003
7. H 0.134
8. C 0.041
9. H 0.141
10. C -0.005
11. H 0.135
12. C 0.025
13. H 0.136
14. H 0.135
15. C -0.027
16. C -0.340
17. H 0.136
18. H 0.134
19. H 0.099
20. C -0.206
21. C -0.002
22. H 0.104
23. H 0.115
24. H 0.105
25. H 0.109
26. W 1.369
27. Cl 0.343
28. Cl 0.409
29. H 0.111
30. H 0.107
31. C -0.058
32. C -0.039
33. N -0.195
34. H 0.086
35. C -0.319
36. O -0.010
37. H 0.099
38. H 0.149
39. H 0.058
40. H 0.081
41. H 0.112
42. H 0.109
43. C -0.019
44. C -0.031
45. N -0.185
46. H 0.088
47. C -0.332
48. O -0.037
49. H 0.086
50. H 0.100
51. H 0.103
52. H 0.103
53. C 0.032
54. N -0.077
55. C 0.041
56. C -0.092
57. N -0.197
58. C -0.151
59. H 0.121
60. H 0.123
61. H 0.111
62. H 0.158
63. H 0.066
64. H 0.115